DFT (ωB97M-V with the def2-TZVPD basis set) results for a structure of composition CHCl2O2P at a distorted geometry.

Geometry (Å):
1 C 0.697 -0.732 -0.214
2 O -1.593 -1.472 0.724
3 O -1.912 -0.380 0.104
4 P -0.254 -2.080 0.688
5 Cl 1.356 -1.175 -1.679
6 Cl 1.807 -0.393 1.100
7 H 0.078 0.155 -0.607

Properties
**HOMO-LUMO gap (alpha / beta)**: 0.2949 / 0.2784 Ha
**<S²>**: 2.0059
**Energy relative to the best compared isomer or geometry (same formula, charge and spin)**: 20.6 kcal/mol
**Multiplicity**: 3

=====

DFT (ωB97M-V with the def2-TZVPD basis set) results for a cluster of 9 separate species, C6H34BNO9 in total at a distorted geometry.

Geometry (Å):
1 C 1.878 -1.486 6.156
2 O 1.344 -1.002 4.843
3 C 1.335 -2.049 3.929
4 C 1.084 -1.466 2.566
5 N 0.952 -2.424 1.537
6 H 1.678 -3.129 1.650
7 H 0.147 -2.948 1.701
8 C 0.989 -2.031 0.145
9 C 2.179 -1.189 -0.297
10 O 2.544 -1.317 -1.737
11 C 3.435 -0.247 -1.980
12 H 2.080 -0.754 6.922
13 H 2.700 -2.290 6.137
14 H 1.267 -2.144 6.439
15 H 0.575 -2.696 4.075
16 H 2.463 -2.429 4.071
17 H 1.647 -0.549 2.416
18 H 0.197 -1.044 2.549
19 H 0.186 -1.465 -0.256
20 H 0.988 -3.083 -0.395
21 H 3.044 -1.492 0.247
22 H 2.104 -0.104 0.027
23 H 4.181 -0.211 -1.330
24 H 2.941 0.659 -2.140
25 H 3.749 -0.482 -3.023
26 B -1.538 1.533 -1.212
27 H -1.889 1.639 -2.343
28 H -2.035 2.354 -0.595
29 H -1.650 0.402 -0.734
30 H -0.283 1.703 -1.197
31 O -5.271 1.778 -1.184
32 H -4.405 1.670 -1.038
33 H -5.403 2.736 -1.237
34 O -3.212 4.216 -3.117
35 H -2.796 3.590 -2.441
36 H -2.552 4.752 -3.290
37 O 0.567 1.658 -4.194
38 H 0.132 1.602 -3.404
39 H -0.197 1.496 -4.911
40 O -0.066 3.797 -0.816
41 H -0.659 3.011 -0.631
42 H 0.289 3.799 -0.024
43 O -1.319 1.027 1.751
44 H -1.582 1.092 0.804
45 H -0.458 1.234 1.993
46 O -0.441 -1.619 -2.811
47 H -0.654 -0.622 -2.626
48 H 0.220 -1.586 -3.396
49 O -3.547 -1.633 -2.688
50 H -4.143 -1.059 -2.284
51 H -2.796 -1.194 -2.626

Properties
**HOMO-LUMO gap**: 0.2847 Ha
**Energy relative to the best compared isomer or geometry (same formula, charge and spin)**: 41.4 kcal/mol
**Multiplicity**: 1

=====

DFT (ωB97M-V with the def2-TZVPD basis set) results for a cluster of 3 separate species, C36H32O9S in total.

Geometry (Å):
1 C 2.710 2.739 -2.441
2 C 3.460 3.564 -3.498
3 C 3.709 2.768 -4.796
4 C 2.792 4.932 -3.760
5 C 3.172 5.965 -2.683
6 C 1.266 4.891 -3.868
7 O 0.775 4.247 -5.053
8 C 0.443 2.912 -4.971
9 C -0.380 2.554 -6.212
10 O -1.761 2.557 -5.802
11 S -1.937 2.926 -4.276
12 O -2.784 1.958 -3.686
13 O -2.172 4.311 -4.121
14 O -0.427 2.598 -3.863
15 H 3.415 2.110 -1.894
16 H 1.970 2.063 -2.876
17 H 2.205 3.367 -1.702
18 H 4.441 3.787 -3.072
19 H 3.113 3.155 -5.625
20 H 3.471 1.708 -4.673
21 H 4.753 2.822 -5.107
22 H 3.140 5.279 -4.739
23 H 2.298 6.393 -2.185
24 H 3.790 5.521 -1.902
25 H 3.731 6.796 -3.114
26 H 0.874 5.905 -3.930
27 H 0.816 4.422 -2.991
28 H 1.318 2.278 -4.828
29 H -0.161 1.553 -6.573
30 H -0.231 3.304 -6.984
31 C -1.175 -0.339 -1.383
32 C -0.123 0.561 -1.260
33 C 1.067 0.164 -0.673
34 C 1.212 -1.133 -0.199
35 C 0.154 -2.036 -0.318
36 C -1.036 -1.634 -0.914
37 C 0.268 -3.427 0.202
38 O -0.648 -4.216 0.103
39 C 1.543 -3.811 0.875
40 C 1.660 -5.088 1.412
41 C 2.834 -5.470 2.038
42 C 3.899 -4.580 2.126
43 C 3.788 -3.306 1.594
44 C 2.609 -2.916 0.969
45 C 2.509 -1.532 0.419
46 O 3.445 -0.763 0.477
47 H -2.104 -0.021 -1.840
48 H -0.238 1.574 -1.623
49 H 1.896 0.851 -0.564
50 H -1.841 -2.352 -1.001
51 H 0.819 -5.762 1.330
52 H 2.923 -6.463 2.459
53 H 4.817 -4.882 2.614
54 H 4.601 -2.596 1.654
55 C -3.367 1.295 6.287
56 C -3.740 0.502 7.367
57 C -3.852 -0.869 7.217
58 C -3.595 -1.456 5.983
59 C -3.226 -0.659 4.898
60 C -3.111 0.717 5.056
61 C -2.957 -1.255 3.556
62 O -2.616 -0.565 2.619
63 C -3.123 -2.730 3.415
64 C -2.914 -3.310 2.171
65 C -3.041 -4.679 2.012
66 C -3.377 -5.477 3.099
67 C -3.595 -4.905 4.342
68 C -3.470 -3.530 4.506
69 C -3.713 -2.939 5.852
70 O -3.996 -3.632 6.806
71 H -3.278 2.367 6.409
72 H -3.943 0.957 8.328
73 H -4.135 -1.507 8.043
74 H -2.822 1.313 4.201
75 H -2.639 -2.673 1.340
76 H -2.856 -5.121 1.042
77 H -3.467 -6.549 2.976
78 H -3.858 -5.505 5.203

Properties
**HOMO-LUMO gap**: 0.3184 Ha
**Structure (SMILES)**: CC(C)[C@H](C)CO[C@@H]1COS(=O)(=O)O1.O=C1c2ccccc2C(=O)c2ccccc21.O=C1c2ccccc2C(=O)c2ccccc21
**Multiplicity**: 1

=====

DFT (ωB97M-V with the def2-TZVPD basis set) results for a cluster of 2 separate species, CH2N2O3S in total at a distorted geometry.

Geometry (Å):
1 C 0.476 -0.584 -0.627
2 N -2.162 0.737 1.543
3 N -0.261 0.202 -1.144
4 O 1.016 -1.267 0.104
5 O -3.451 0.860 -0.792
6 O -2.674 -1.301 -0.120
7 S -2.776 0.254 0.333
8 H -2.711 -1.769 0.663
9 H -0.544 0.560 -2.049

Properties
**HOMO-LUMO gap**: 0.3851 Ha
**Structure (SMILES)**: N#S(=O)O.N=C=O
**Energy relative to the best compared isomer or geometry (same formula, charge and spin)**: 55.2 kcal/mol
**Multiplicity**: 1

=====

Record-wise molar mass values, in g/mol: 146.90, 275.15, 640.71, 122.11
Record-wise total energy values, in eV: -39474.6927, -27357.6891, -67114.3033, -21024.0290